Entry 1:
{"formula": "ClHNO2S2", "method": "ωB97M-V/def2-TZVPD", "symbols": ["N", "O", "O", "S", "S", "Cl", "H"], "xyz": [[0.334, -0.249, -0.350], [-0.140, 1.962, -0.720], [-1.621, 0.701, 1.031], [-0.009, -1.812, 0.076], [-0.218, 1.004, 0.656], [1.710, -2.982, 0.805], [-0.057, 1.377, -1.498]], "homo_lumo_gap_ev": 7.55, "total_charge": -1, "e_tot_ev": -39795.010, "homo_ev": -3.9, "de_lowest_kcal_mol": 12.3}



Entry 2:
{"formula": "C23H20N2O6", "method": "ωB97M-V/def2-TZVPD", "symbols": ["C", "O", "C", "C", "C", "C", "C", "O", "C", "C", "O", "C", "C", "C", "C", "C", "N", "C", "O", "C", "C", "C", "C", "C", "N", "O", "O", "C", "C", "C", "C", "H", "H", "H", "H", "H", "H", "H", "H", "H", "H", "H", "H", "H", "H", "H", "H", "H", "H", "H", "H"], "xyz": [[-3.123, -4.533, -0.613], [-3.868, -3.368, -0.345], [-3.370, -2.169, -0.736], [-4.182, -1.060, -0.477], [-3.774, 0.208, -0.819], [-2.539, 0.404, -1.440], [-2.027, 1.734, -1.833], [-1.336, 1.898, -2.812], [-2.434, 2.929, -0.956], [-1.409, 4.061, -1.038], [-2.782, 2.592, 0.377], [-1.954, 1.845, 1.150], [-2.455, 1.519, 2.412], [-1.713, 0.736, 3.270], [-0.466, 0.269, 2.894], [0.042, 0.603, 1.643], [1.307, 0.106, 1.298], [2.110, 0.482, 0.263], [1.844, 1.332, -0.557], [3.413, -0.263, 0.223], [3.516, -1.616, 0.540], [4.735, -2.270, 0.447], [5.865, -1.583, 0.046], [5.755, -0.236, -0.278], [6.936, 0.487, -0.699], [7.953, -0.153, -0.859], [6.835, 1.681, -0.859], [4.540, 0.426, -0.206], [-0.700, 1.387, 0.768], [-1.744, -0.705, -1.719], [-2.142, -1.978, -1.365], [-2.961, -4.668, -1.687], [-2.158, -4.520, -0.097], [-3.723, -5.358, -0.233], [-5.137, -1.229, -0.005], [-4.424, 1.045, -0.620], [-3.384, 3.294, -1.379], [-1.222, 4.290, -2.083], [-1.794, 4.944, -0.535], [-0.470, 3.773, -0.575], [-3.429, 1.887, 2.690], [-2.108, 0.482, 4.241], [0.112, -0.347, 3.567], [1.703, -0.525, 1.981], [2.638, -2.173, 0.834], [4.802, -3.320, 0.688], [6.827, -2.067, -0.027], [4.466, 1.467, -0.484], [-0.283, 1.622, -0.195], [-0.795, -0.548, -2.210], [-1.495, -2.813, -1.587]], "homo_lumo_gap_ev": 7.74, "total_charge": 0, "e_tot_ev": -39438.168, "smiles": "COc1ccc(C(=O)[C@H](C)Oc2cccc(NC(=O)c3cccc([N+](=O)[O-])c3)c2)cc1", "homo_ev": -8.5, "de_lowest_kcal_mol": 93.7}



Entry 3:
{"formula": "C24H29CrN4O2", "method": "ωB97M-V/def2-TZVPD", "symbols": ["Cr", "O", "C", "N", "C", "C", "C", "C", "C", "C", "N", "C", "C", "C", "C", "C", "N", "H", "H", "H", "H", "H", "H", "H", "H", "H", "H", "C", "C", "C", "C", "C", "C", "C", "C", "C", "H", "H", "H", "H", "H", "H", "H", "H", "H", "H", "H", "H", "C", "N", "C", "C", "O", "H", "H", "H", "H", "H", "H", "H"], "xyz": [[-0.358, -0.315, -0.078], [3.165, -1.417, 1.400], [2.091, -1.375, 0.867], [1.394, -0.224, 0.537], [2.023, 1.059, 0.819], [1.176, 2.131, 0.207], [1.563, 3.460, 0.166], [0.753, 4.374, -0.476], [-0.426, 3.936, -1.079], [-0.752, 2.606, -0.992], [0.020, 1.716, -0.337], [1.329, -2.596, 0.440], [1.847, -3.867, 0.531], [1.082, -4.922, 0.053], [-0.165, -4.657, -0.501], [-0.615, -3.352, -0.546], [0.117, -2.334, -0.072], [3.025, 1.088, 0.390], [2.153, 1.217, 1.892], [2.499, 3.761, 0.621], [1.035, 5.418, -0.519], [-1.074, 4.619, -1.611], [-1.655, 2.218, -1.448], [2.831, -4.001, 0.964], [1.453, -5.938, 0.104], [-0.787, -5.454, -0.890], [-1.585, -3.104, -0.959], [-1.516, -2.423, 2.415], [-1.768, -1.084, 1.782], [-1.137, 0.059, 2.289], [-1.640, 1.338, 2.024], [-1.067, 2.539, 2.714], [-2.681, 1.468, 1.111], [-3.205, 0.371, 0.441], [-4.314, 0.535, -0.559], [-2.742, -0.910, 0.790], [-0.472, -2.560, 2.696], [-1.834, -3.248, 1.781], [-2.106, -2.470, 3.333], [-0.368, -0.056, 3.045], [-1.665, 2.763, 3.601], [-1.093, 3.421, 2.072], [-0.044, 2.366, 3.048], [-3.071, 2.457, 0.890], [-5.277, 0.474, -0.047], [-4.296, -0.250, -1.314], [-4.272, 1.506, -1.053], [-3.257, -1.776, 0.388], [0.809, -1.737, -5.167], [0.094, -0.872, -4.202], [-0.652, 0.288, -4.711], [0.160, -1.134, -2.929], [-0.406, -0.427, -2.046], [0.804, -1.245, -6.134], [0.314, -2.701, -5.264], [1.843, -1.880, -4.861], [-1.127, 0.014, -5.648], [0.027, 1.121, -4.885], [-1.409, 0.582, -3.994], [0.750, -2.011, -2.656]], "homo_lumo_gap_ev": [7.93, 8.47], "total_charge": 2, "e_tot_ev": -63823.367, "multiplicity": 2, "s_squared": 0.852, "homo_ev": [-15.1, -15.1]}



Entry 4:
{"formula": "C4H5NO", "method": "ωB97M-V/def2-TZVPD", "symbols": ["C", "C", "N", "O", "C", "C", "H", "H", "H", "H", "H"], "xyz": [[0.897, 0.517, -1.518], [0.101, 0.202, -0.289], [-1.213, 0.317, -0.317], [-1.737, -0.083, 0.830], [-0.629, -0.561, 1.640], [0.625, -0.281, 0.965], [0.253, 0.886, -2.320], [1.671, 1.258, -1.303], [1.400, -0.392, -1.862], [-0.796, -0.260, 2.675], [-0.663, -1.664, 1.580]], "homo_lumo_gap_ev": 8.40, "total_charge": 0, "e_tot_ev": -7761.943, "homo_ev": -9.3, "de_lowest_kcal_mol": 105.7}